1.
27
Properties=species:S:1:pos:R:3:forces:R:3 method="wB97M-V/def2-TZVPD" largest_force_ev_per_a=4.96 e_homo_ev=-8.61 multiplicity=1 de_lowest_kj_mol=258.7 total_charge=0 smiles=Cc1ccc(O)cc1.CCC
O 2.823046 -0.207311 1.944924 -1.022 0.180 0.311
C 1.038737 1.156594 1.030799 4.719 -1.215 0.899
C 0.531705 -0.612074 2.697943 -1.190 1.933 -0.972
C 1.444127 0.125812 1.996050 0.499 0.493 -1.932
C -0.277553 0.146028 -3.119077 1.654 -0.878 -3.084
C -0.186964 1.616869 0.887205 -3.290 -0.921 1.565
C -0.821765 -0.195740 2.524741 0.232 -0.523 -0.018
C 0.935065 -0.829133 -2.740247 -0.189 1.333 -3.287
C 0.497582 -1.950629 -1.803688 0.562 -0.473 -0.262
C -1.135319 0.864895 1.698376 -1.626 1.594 -1.069
C -2.624839 1.263403 1.516439 0.235 -3.262 -0.476
H 0.754915 -1.394330 3.363219 0.542 -0.884 0.565
H -3.047918 0.380170 0.915546 0.294 0.963 0.808
H 0.081556 0.919608 -3.922605 -0.384 -0.828 2.017
H -0.984041 -0.420480 -3.808140 0.263 0.434 1.551
H 1.916982 1.540395 0.480912 -0.616 -0.017 0.210
H 3.268503 0.249118 2.664440 0.055 0.000 0.043
H 1.232532 -2.750489 -1.824311 -0.085 -0.476 -0.469
H -1.619361 -0.820012 3.004774 0.667 0.957 -0.415
H -2.777036 2.068691 0.772655 -0.093 0.251 1.387
H -3.116684 1.132636 2.527600 0.067 1.240 -1.374
H -0.544243 2.461338 0.262807 0.533 -0.820 0.394
H 1.372127 -1.184682 -3.804567 -0.979 0.397 2.432
H -0.688868 0.569259 -2.219601 -0.529 0.319 0.003
H -0.538186 -2.398027 -1.865584 1.127 0.875 -0.245
H 0.714932 -1.581342 -0.833607 -0.645 0.452 1.373
H 1.750967 -0.150568 -2.347004 -0.800 -1.124 0.047

---

2.
27
Properties=species:S:1:pos:R:3:forces:R:3 method="wB97M-V/def2-TZVPD" largest_force_ev_per_a=3.96 e_homo_ev=-8.17 multiplicity=1 de_lowest_kj_mol=268.3 total_charge=0 smiles=Cc1ccc(O)cc1.CCC
O 1.831612 -1.339223 2.675592 -1.999 -0.112 0.725
C -1.493142 0.308954 2.547491 -0.003 -0.657 0.115
C 1.003325 0.391384 1.241370 0.353 1.757 -1.271
C -2.519533 1.177197 0.386090 -0.892 -0.464 0.544
C 0.819058 -0.486219 2.243012 -1.117 -0.509 2.680
C -0.433487 -0.428531 3.021069 2.614 -2.973 0.021
C -1.355230 0.907417 1.301549 0.382 1.506 -1.084
C -0.136610 0.333749 -2.550666 -1.343 2.009 -0.780
C 2.016196 -1.061267 -2.027782 0.061 -0.183 2.875
C 0.506702 -0.865843 -1.870055 0.147 0.126 0.974
C -0.075103 1.154069 0.755109 -0.936 -2.255 2.349
H 0.042724 1.784216 -0.064140 0.120 0.834 -1.277
H -0.211863 1.427787 -2.120880 0.427 -2.442 0.166
H 2.218815 -1.420793 -2.967352 0.677 -0.186 -2.698
H 2.614239 -0.135699 -1.785157 -0.394 -1.202 -0.121
H 0.241250 0.599058 -3.509523 1.124 -0.214 -1.048
H 2.674973 -1.159771 2.293066 0.655 0.502 -0.686
H -3.523434 1.484990 0.760028 0.935 -0.175 0.161
H -0.460027 -1.286790 3.813907 -0.297 2.238 -1.050
H -2.664798 0.301196 -0.241091 -0.295 -0.695 0.365
H 2.300972 -2.014039 -1.424939 -0.169 1.963 -0.292
H -1.162839 0.110288 -2.877392 -0.076 -0.096 0.674
H 1.987490 0.514385 0.784325 -0.180 -0.119 0.052
H 0.328181 -0.652463 -0.772988 -0.245 -1.330 -1.222
H 0.110330 -1.841106 -2.304806 -0.282 1.329 1.061
H -2.449743 0.384345 3.077581 0.345 -0.421 -0.282
H -2.210057 1.812711 -0.383418 0.388 1.769 -0.952

---

3.
27
Properties=species:S:1:pos:R:3:forces:R:3 method="wB97M-V/def2-TZVPD" largest_force_ev_per_a=1.53 e_homo_ev="-12.66 / -12.66" multiplicity=2 de_lowest_kj_mol=129.9 total_charge=+1
O 3.073872 0.248172 0.762528 -0.504 -0.159 -0.242
C -1.117678 -2.626185 -2.098056 1.510 -0.245 0.100
C -0.501151 -1.585170 -1.151126 -0.223 0.174 0.177
C -0.608779 0.930178 -1.078396 -0.149 -0.517 -0.510
C -1.273293 -0.342420 -0.970180 0.131 0.513 0.361
C -1.174910 2.059630 -0.596792 0.033 0.404 0.118
C -2.467486 2.004449 -0.010252 0.385 -0.046 -0.453
C -2.623451 -0.346539 -0.506442 -0.377 -0.168 -0.091
C -3.216165 0.797290 -0.077939 0.237 0.534 0.760
C 3.894052 -0.666608 2.906158 -0.052 -0.107 1.055
C 3.823215 0.512096 1.946454 0.992 -0.385 -0.370
H 0.505214 -1.323275 -1.441658 0.319 -0.029 -0.240
H 0.332631 0.955624 -1.604960 0.268 0.031 0.206
H -2.869256 2.893267 0.465532 -0.106 -0.142 -0.091
H 2.477566 -0.498396 0.910980 0.336 0.249 0.191
H 3.355758 -0.451083 3.830212 -0.260 -0.076 -0.065
H -4.192140 0.806516 0.382641 -0.182 -0.209 -0.194
H 3.514380 -1.617451 2.523312 -0.110 0.220 -0.316
H -0.617809 2.988320 -0.670344 -0.245 -0.008 0.147
H -0.827862 -2.392914 -3.119458 -0.481 0.297 -0.137
H 4.902447 -0.898666 3.257707 0.082 0.220 -0.322
H -0.603503 -3.570783 -1.917879 -0.295 -0.105 0.194
H -2.170331 -2.746348 -1.969159 -0.655 -0.107 -0.081
H -3.181904 -1.267468 -0.432586 0.114 -0.196 -0.083
H 3.477843 1.428828 2.406127 -0.448 0.067 0.329
H 4.843234 0.746224 1.630654 -0.099 -0.048 -0.270
H -0.394374 -1.979489 -0.121971 -0.221 -0.162 -0.173

---

4.
27
Properties=species:S:1:pos:R:3:forces:R:3 method="wB97M-V/def2-TZVPD" largest_force_ev_per_a=5.04 e_homo_ev="-14.23 / -14.25" multiplicity=2 de_lowest_kj_mol=270.9 total_charge=+1
O 0.687025 0.654793 3.542082 0.982 -0.475 -3.170
C 1.840175 0.813848 -2.823877 -0.633 2.317 -2.744
C 0.784088 0.630841 2.112674 -1.397 1.649 3.959
C 0.739109 0.883757 -0.631292 -4.233 0.303 -2.719
C -0.245829 1.574931 0.136947 -0.038 1.323 2.290
C 1.685250 -0.063405 1.376943 0.681 -1.058 -3.818
C 1.608947 0.009003 -0.055485 1.097 -0.144 4.880
C -1.800569 -1.706697 -0.215466 -1.847 -3.752 -1.358
C -2.399641 -1.959631 1.113363 -0.008 2.258 4.501
C -0.125535 1.521061 1.521767 -1.323 1.844 -1.811
C 0.512425 0.885070 -2.144847 2.082 -1.122 1.768
H -1.021266 2.272699 -0.270920 1.044 -0.887 -0.023
H 2.457374 1.481589 -2.260246 0.898 0.998 -0.684
H -0.005327 -0.001467 -2.467025 -1.142 -0.195 0.227
H 0.065515 -0.039016 3.779219 -0.238 -0.354 0.484
H -2.478628 -2.265875 -0.950574 1.210 0.740 0.521
H 2.342867 -0.069549 -2.814384 1.030 -2.981 0.317
H -1.779620 -1.372625 1.927056 -0.567 -0.921 -1.204
H 0.099501 1.805458 -2.394598 -1.491 1.280 -0.584
H -0.773157 -1.988786 -0.411286 0.167 0.012 0.294
H -0.657539 2.247233 2.180676 0.175 -1.050 -0.577
H 1.709266 1.008758 -3.972669 0.488 0.280 2.270
H 2.239639 -0.559120 -0.658238 1.051 -0.954 -0.723
H -3.385570 -1.365144 1.308264 1.342 -1.559 -0.886
H 2.364860 -0.720900 1.825085 0.889 -0.839 0.660
H -2.435053 -2.947869 1.575688 -0.259 -0.102 -0.666
H -2.028297 -0.728961 -0.328869 0.039 3.388 -1.202

---

5.
28
Properties=species:S:1:pos:R:3:forces:R:3 method="wB97M-V/def2-TZVPD" largest_force_ev_per_a=4.58 e_homo_ev=-8.35 multiplicity=1 de_lowest_kj_mol=313.2 total_charge=0 smiles=CCc1ccc(O)cc1.CSC
S 3.300986 0.889890 0.930995 -2.089 -0.458 0.110
O -1.541412 -2.773031 1.751846 -0.125 -2.071 0.806
C -1.010382 1.511493 -1.826497 2.772 0.921 1.306
C 1.817993 0.287449 -0.038013 3.709 -2.022 -0.373
C -2.148946 0.371166 0.113991 0.234 0.577 1.578
C -0.534862 -0.814671 -1.179263 1.189 -2.455 0.426
C -2.066180 -0.637116 1.047275 -4.298 -1.459 0.604
C 2.245084 2.018146 1.981841 1.911 0.109 -0.388
C -0.815527 -2.011535 -0.446286 1.256 0.147 1.858
C -1.530500 -1.925897 0.743941 0.187 4.084 -0.943
C -1.289571 1.018930 -3.227784 -0.632 -1.279 1.357
C -1.211463 0.339658 -0.913390 -1.141 1.318 -0.809
H 1.213766 1.056942 -0.343881 -0.694 2.274 -1.069
H -1.496327 2.469692 -1.449039 0.167 -1.402 -0.775
H 2.526847 1.870000 3.042385 0.343 0.743 -0.624
H -0.118560 -2.846736 -0.280212 0.041 0.078 -1.553
H 1.117116 -0.270207 0.572483 0.610 -0.909 0.130
H -2.849253 1.219660 0.424838 1.342 -0.944 -1.094
H 2.348901 -0.238411 -0.945717 -1.648 0.632 1.767
H 0.163563 1.731729 -1.657218 -2.476 -0.036 -1.011
H -1.438595 1.741686 -3.925828 0.093 2.257 -2.151
H 0.417082 -0.841018 -1.788038 -1.699 0.115 0.218
H 2.586894 2.970533 1.447417 -1.519 -0.746 1.692
H -0.590083 0.278029 -3.528894 1.215 -0.115 -0.404
H 1.202573 1.695220 1.985122 0.057 0.466 -0.716
H -2.172611 0.399102 -3.288953 -0.824 0.085 0.523
H -1.166025 -3.634694 1.510959 -0.077 0.287 -0.002
H -2.963656 -0.601249 1.778992 2.096 -0.193 -0.463

---

6.
27
Properties=species:S:1:pos:R:3:forces:R:3 method="wB97M-V/def2-TZVPD" largest_force_ev_per_a=4.74 e_homo_ev=-8.26 multiplicity=1 de_lowest_kj_mol=246.3 total_charge=0 smiles=Cc1ccccc1.CCSC
S -0.489740 2.856954 -0.518480 -2.182 -0.179 -0.089
C 0.516171 1.203124 -2.462143 3.436 1.839 -0.835
C 0.694939 1.651875 -0.988276 2.336 0.616 -0.362
C -0.759747 -2.805171 0.037523 1.493 -1.307 -0.704
C -0.078899 -1.676624 0.856455 1.003 -3.286 -0.478
C -0.182437 -0.002094 2.532770 -1.157 0.590 1.150
C -0.842536 -0.871390 1.731280 -0.188 -0.611 -1.666
C 1.356301 -1.731713 0.844507 -2.207 3.891 1.573
C 1.198485 -0.070738 2.507398 0.653 3.891 0.807
C 1.980136 -0.674762 1.580393 -0.117 -3.467 -0.542
C -1.995032 2.015439 -1.253973 0.087 -1.069 1.578
H 1.705293 2.114840 -0.719958 -0.936 0.446 -1.499
H 3.068125 -0.579765 1.568854 -0.368 0.200 0.087
H -2.384572 2.522196 -2.085400 -0.255 0.813 -1.167
H -0.831156 0.721013 3.141186 1.612 -1.099 -0.608
H -2.833110 1.778843 -0.601488 -0.055 1.175 0.893
H 0.908647 0.974527 -0.199256 -1.233 -1.961 0.322
H -1.936895 -0.856869 1.719212 0.390 -0.322 -0.258
H -1.093278 -3.719866 0.611619 -0.580 1.564 -0.211
H -1.409383 -2.382469 -0.713678 -1.158 -0.086 0.359
H 0.275457 2.110575 -3.061198 -0.904 -0.619 0.576
H -1.881972 0.963672 -1.500648 1.167 0.006 -0.538
H -0.080101 -3.383156 -0.674571 0.107 1.187 0.965
H -0.101231 0.355078 -2.680599 -0.267 -0.238 0.063
H 1.547501 1.111400 -2.975387 -1.222 -0.850 1.114
H 1.958061 -2.355992 0.266397 0.352 -1.120 -1.126
H 1.690974 0.731072 3.037461 0.196 -0.006 0.597

---

7.
27
Properties=species:S:1:pos:R:3:forces:R:3 method="wB97M-V/def2-TZVPD" largest_force_ev_per_a=1.81 e_homo_ev=-8.30 multiplicity=1 de_lowest_kj_mol=76.2 total_charge=0 smiles=Cc1ccccc1.CCSC
S -2.035915 1.719478 2.088323 0.171 0.054 0.125
C 2.972617 -0.148992 -0.888232 -0.497 0.525 -0.839
C 2.319387 -1.130977 -0.191248 -0.748 -0.752 0.811
C -1.047472 0.561203 3.059609 0.241 -0.018 -0.178
C -2.464981 2.160034 -0.533683 0.352 0.790 0.305
C 1.495366 -0.504719 -2.728421 -0.402 -1.012 0.209
C 0.947763 -1.608196 -2.056200 -0.043 0.489 -0.274
C 0.447825 -2.815345 0.088135 -0.346 -0.649 1.227
C -2.205701 1.028911 0.430367 -1.083 -1.407 -0.340
C 2.434038 0.286437 -2.110924 0.913 -0.179 0.302
C 1.219445 -1.834052 -0.713073 0.542 0.430 -0.832
H -1.479423 0.328832 0.006436 0.851 0.512 0.606
H 0.985538 -3.735968 0.323359 0.173 -0.090 -0.385
H -1.268745 0.772515 4.104137 0.046 0.103 0.002
H 2.575404 -1.394592 0.826291 0.436 0.097 0.075
H 0.309877 -2.244152 -2.664332 -0.274 -0.033 0.488
H -3.070153 0.349111 0.473667 -0.182 0.404 -0.011
H -1.538589 2.691417 -0.728864 0.286 -0.016 -0.138
H 2.868247 1.181663 -2.535342 -0.073 -0.137 -0.425
H 0.175798 -2.466555 1.091169 0.244 0.489 -0.105
H -3.099965 2.930732 -0.081284 -0.298 -0.311 -0.221
H -0.000216 0.781499 2.858241 0.061 -0.282 0.152
H 1.168088 -0.438543 -3.751421 0.120 0.730 -0.242
H -0.514545 -3.086280 -0.328171 -0.013 -0.071 -0.538
H 3.900338 0.300345 -0.576008 -0.081 0.192 0.558
H -2.858714 1.820778 -1.482861 -0.260 -0.080 -0.103
H -1.253692 -0.500943 2.900978 -0.136 0.220 -0.228

---

8.
27
Properties=species:S:1:pos:R:3:forces:R:3 method="wB97M-V/def2-TZVPD" largest_force_ev_per_a=2.22 e_homo_ev=-8.42 multiplicity=1 de_lowest_kj_mol=83.3 total_charge=0 smiles=Cc1ccccc1.CCSC
S -3.257847 1.145039 1.730766 0.332 -1.212 -0.480
C 2.573877 -1.009471 0.665153 -1.118 0.826 0.596
C 2.669366 0.924944 -0.799488 -1.697 -0.330 0.107
C -2.917460 0.591295 -0.051158 -0.691 1.147 1.529
C 2.221036 -1.867918 -0.390860 0.922 1.412 1.105
C 2.493933 2.407318 -0.931405 1.250 0.180 -0.357
C 2.665030 0.362437 0.481182 1.216 0.165 -1.027
C -3.724926 -0.456715 2.479337 -0.057 0.744 0.625
C 2.452896 0.072398 -1.869150 -0.157 -0.609 0.117
C 2.191727 -1.282801 -1.652733 0.560 -0.825 -0.374
C -2.411663 -0.779927 -0.292209 0.711 -2.099 -0.116
H -4.618877 -0.870973 2.014511 0.277 -0.226 -0.156
H 1.533790 2.724369 -0.536112 -0.012 0.020 0.246
H -1.334059 -0.978083 -0.252730 0.025 0.734 0.163
H -2.802878 -1.579158 0.358137 -0.302 0.560 -0.035
H 2.438340 0.426413 -2.893187 -0.038 0.173 0.068
H 2.084072 -1.914512 -2.526617 -0.294 -0.018 0.005
H -2.697158 -1.107809 -1.291348 -0.079 0.131 -0.189
H 2.557525 -1.274545 1.719320 0.203 -0.722 -0.251
H -3.895924 0.701281 -0.518952 0.281 0.240 -0.288
H 2.099106 -2.895743 -0.086654 -0.234 -0.275 -0.791
H 2.523899 2.723391 -1.980071 0.125 -0.026 0.181
H 2.905216 1.066837 1.264606 -0.276 -0.270 0.544
H 3.326450 2.882450 -0.387463 -0.494 0.297 -0.166
H -2.210368 1.369956 -0.335933 -0.227 -0.100 -0.514
H -2.876240 -1.132247 2.563908 -0.133 -0.152 -0.459
H -3.988863 -0.248228 3.519149 -0.092 0.235 -0.085